{"formula": "C32H42FN4O7PPt", "method": "ωB97M-V/def2-TZVPD", "lumo_energy_ev": -6.3, "gap_ev": 7.55, "total_charge": 2, "homo_energy_ev": -13.843, "de_lowest_kcal_mol": 18.4, "symbols": ["Pt", "C", "C", "N", "C", "C", "C", "O", "O", "C", "O", "C", "C", "C", "F", "C", "C", "C", "N", "C", "C", "N", "C", "C", "H", "H", "H", "H", "H", "H", "H", "H", "H", "H", "H", "H", "H", "H", "H", "H", "H", "H", "C", "C", "C", "C", "C", "C", "C", "C", "N", "H", "H", "H", "H", "H", "H", "C", "C", "C", "C", "O", "P", "O", "O", "O", "C", "C", "C", "C", "H", "H", "H", "H", "H", "H", "H", "H", "H", "H", "H", "H", "H", "H", "H", "H", "H", "H"], "xyz": [[0.053089, -0.067021, 0.484510], [2.859497, -6.170166, 3.273272], [1.623724, -5.616276, 3.961112], [0.910887, -4.642943, 3.110776], [1.161970, -3.344672, 3.286516], [0.601842, -2.327643, 2.550244], [0.942630, -0.927214, 3.027736], [1.663912, -0.803068, 3.983916], [0.337621, 0.088438, 2.449895], [-0.298194, -2.665609, 1.527183], [-0.903741, -1.828348, 0.764170], [-0.577994, -4.067834, 1.321716], [-1.451760, -4.465576, 0.300994], [-1.727936, -5.784856, 0.114514], [-2.608586, -6.120275, -0.844205], [-1.141043, -6.799067, 0.902917], [-0.245970, -6.400374, 1.882018], [0.029693, -5.046705, 2.118917], [-1.411096, -8.170003, 0.728191], [-1.738905, -8.982229, 1.892984], [-0.977085, -10.305329, 1.791786], [-0.813713, -10.639201, 0.326156], [-2.017975, -10.208240, -0.459379], [-2.074583, -8.675103, -0.474975], [3.343027, -6.906066, 3.914632], [3.575976, -5.373144, 3.074900], [2.612247, -6.646461, 2.323409], [1.888679, -5.092815, 4.876971], [0.921143, -6.397235, 4.246541], [1.843539, -3.077380, 4.085087], [-1.925774, -3.721039, -0.323911], [0.263459, -7.160469, 2.455040], [-2.818576, -9.162551, 1.944373], [-1.464325, -8.476372, 2.813477], [-1.512149, -11.128436, 2.261201], [0.024050, -10.241486, 2.212877], [-0.640171, -11.637641, 0.206720], [0.003642, -10.143369, -0.032822], [-2.878570, -10.655212, 0.034155], [-1.945344, -10.616026, -1.464504], [-3.124525, -8.383014, -0.548812], [-1.558100, -8.291821, -1.353064], [-1.518594, 1.194541, 0.936752], [-0.506629, 2.176752, 0.573235], [-0.340286, 2.489861, -0.802223], [0.633962, 3.371764, -1.211254], [1.474918, 3.945664, -0.258334], [1.344238, 3.646634, 1.102327], [0.369868, 2.770862, 1.517793], [2.508797, 4.844809, -0.690573], [3.343745, 5.551919, -1.038208], [-2.342944, 1.062342, 0.243712], [-1.780888, 1.094600, 1.982480], [-1.003595, 2.032280, -1.525726], [0.750570, 3.625577, -2.254536], [2.016829, 4.100226, 1.816410], [0.276336, 2.512158, 2.562823], [2.987152, -0.624753, -4.667973], [2.248579, 0.479593, -3.935427], [2.926284, 1.820150, -4.141275], [0.782612, 0.523326, -4.324735], [2.379332, 0.237278, -2.475539], [1.655751, -0.769181, -1.537999], [2.128667, -0.543848, -0.106195], [0.117418, -0.539286, -1.517756], [1.913375, -2.225980, -2.052261], [3.067440, -3.090134, -1.720282], [3.054564, -4.150136, -2.805177], [2.805046, -3.698439, -0.350744], [4.360689, -2.293271, -1.736188], [2.948284, -0.432012, -5.740227], [2.528681, -1.595200, -4.479125], [4.034227, -0.650783, -4.367305], [2.930166, 2.072989, -5.201412], [3.956081, 1.786835, -3.787985], [2.398104, 2.604528, -3.601886], [0.708487, 0.762037, -5.385808], [0.250569, 1.289560, -3.761136], [0.291343, -0.435726, -4.157271], [2.097441, -4.673015, -2.814509], [3.851316, -4.872348, -2.624541], [3.216632, -3.701106, -3.784256], [1.836287, -4.203701, -0.348156], [2.817531, -2.924602, 0.417130], [3.582571, -4.430574, -0.125794], [4.543490, -1.868623, -2.721810], [5.190324, -2.959280, -1.496434], [4.346338, -1.493949, -0.995490]], "forces_ev_per_angstrom": [[-0.2, 0.3, 0.9], [0.0, 0.0, 0.0], [0.0, 0.0, 0.0], [0.0, 0.0, 0.0], [0.0, 0.0, 0.0], [0.1, 0.0, 0.0], [-0.2, -0.1, 0.1], [0.0, 0.1, 0.0], [0.1, 0.0, -0.1], [-0.1, 0.1, 0.0], [0.5, -0.2, -0.1], [0.0, 0.0, 0.0], [0.0, 0.0, 0.0], [0.0, 0.0, 0.0], [0.0, 0.0, 0.0], [0.0, 0.0, 0.0], [0.0, 0.0, 0.0], [0.0, 0.0, 0.0], [0.0, 0.0, 0.0], [0.0, 0.0, 0.0], [0.0, 0.0, 0.0], [0.0, 0.0, 0.0], [0.0, 0.0, 0.0], [0.0, 0.0, 0.0], [0.0, 0.0, 0.0], [0.0, 0.0, 0.0], [0.0, 0.0, 0.0], [0.0, 0.0, 0.0], [0.0, 0.0, 0.0], [0.0, 0.0, 0.0], [0.0, 0.0, 0.0], [0.0, 0.0, 0.0], [0.0, 0.0, 0.0], [0.0, 0.0, 0.0], [0.0, 0.0, 0.0], [0.0, 0.0, 0.0], [0.0, 0.0, 0.0], [0.0, 0.0, 0.0], [0.0, 0.0, 0.0], [0.0, 0.0, 0.0], [0.0, 0.0, 0.0], [0.0, 0.0, 0.0], [-0.1, -0.1, -0.3], [0.0, -0.1, -0.2], [0.0, 0.0, 0.0], [0.0, 0.0, 0.0], [0.0, 0.0, 0.0], [0.0, 0.0, 0.0], [0.1, 0.0, 0.0], [0.0, 0.0, 0.0], [0.0, 0.0, 0.0], [0.0, 0.0, 0.0], [0.0, 0.0, 0.0], [0.0, 0.0, 0.0], [0.0, 0.0, 0.0], [0.0, 0.0, 0.0], [0.0, 0.0, 0.0], [0.0, 0.0, -0.1], [0.1, -0.1, 0.0], [0.0, 0.0, 0.0], [0.0, 0.0, 0.0], [0.0, 0.1, 0.0], [0.2, 0.1, 0.0], [-0.1, -0.2, -0.2], [-0.1, 0.3, -0.1], [-0.1, 0.0, 0.0], [0.0, 0.0, 0.0], [0.0, 0.0, 0.0], [0.0, 0.0, 0.0], [0.0, 0.0, 0.0], [0.0, 0.0, 0.0], [0.0, 0.0, 0.0], [0.0, 0.0, 0.0], [0.0, 0.0, 0.0], [0.0, 0.0, 0.0], [0.0, 0.0, 0.0], [0.0, 0.0, 0.0], [0.0, 0.0, 0.0], [0.0, 0.0, 0.0], [0.0, 0.0, 0.0], [0.0, 0.0, 0.0], [0.0, 0.0, 0.0], [0.0, 0.0, 0.0], [0.0, 0.0, 0.0], [0.0, 0.0, 0.0], [0.0, 0.0, 0.1], [0.0, 0.0, 0.0], [0.0, 0.0, 0.0]], "lowdin_charge": [1.460, -0.050, -0.163, 0.000, 0.062, -0.023, -0.534, 0.127, -0.165, -0.255, -0.100, -0.057, 0.108, -0.176, 0.085, -0.124, 0.062, -0.112, -0.087, -0.122, -0.063, 0.065, -0.071, -0.123, 0.089, 0.088, 0.072, 0.133, 0.119, 0.161, 0.152, 0.109, 0.141, 0.130, 0.142, 0.137, 0.189, 0.185, 0.141, 0.144, 0.137, 0.139, -0.087, -0.358, -0.016, 0.003, -0.171, 0.025, 0.013, -0.147, 0.208, 0.098, 0.093, 0.128, 0.123, 0.138, 0.130, -0.019, -0.577, -0.008, -0.019, -0.131, 0.278, -0.320, -0.368, -0.141, -0.585, -0.017, -0.022, -0.012, 0.104, 0.075, 0.087, 0.103, 0.100, 0.071, 0.104, 0.079, 0.089, 0.091, 0.098, 0.084, 0.083, 0.078, 0.096, 0.075, 0.104, 0.089]}